Entry 1:
{
  "formula": "C23H21BClF11N3O9P2",
  "method": "ωB97M-V/def2-TZVPD",
  "homo_lumo_gap_ev": 6.743,
  "e_homo_ev": -11.888,
  "smiles": "CC(=O)OCCCCc1c(PP(=O)(O)O)c(C(F)(F)C(F)(F)C(F)(F)C(F)(F)F)c(Cl)c2c(CC(=O)F)c[n+](B(N)O)c(C(=O)NC(=O)F)c12",
  "multiplicity": 1,
  "charge": 1,
  "lumo_energy_ev": -5.146,
  "elements": ["C", "C", "O", "O", "C", "C", "C", "C", "C", "C", "P", "P", "O", "O", "O", "C", "C", "F", "F", "C", "F", "F", "C", "F", "F", "C", "F", "F", "F", "C", "Cl", "C", "C", "C", "C", "O", "F", "C", "N", "B", "N", "O", "C", "C", "O", "N", "C", "O", "F", "C", "H", "H", "H", "H", "H", "H", "H", "H", "H", "H", "H", "H", "H", "H", "H", "H", "H", "H", "H", "H", "H"],
  "positions_angstrom": [[-2.19, 4.91, 0.76], [-0.77, 4.42, 0.34], [-0.09, 3.87, 1.16], [-0.38, 4.69, -0.95], [-1.06, 3.84, -1.92], [0.02, 2.96, -2.65], [-0.12, 1.44, -2.29], [-0.01, 1.35, -0.71], [0.43, 0.00, -0.18], [1.82, -0.21, -0.01], [3.09, 1.10, -0.49], [3.28, 0.86, -2.67], [2.66, -0.40, -3.15], [4.89, 0.70, -2.89], [2.87, 2.20, -3.47], [2.36, -1.44, 0.55], [3.90, -1.54, 0.66], [4.33, -2.82, 0.84], [4.52, -1.27, -0.53], [4.56, -0.73, 1.87], [5.16, 0.41, 1.49], [5.63, -1.49, 2.28], [3.70, -0.57, 3.17], [3.08, -1.71, 3.54], [4.59, -0.32, 4.16], [2.65, 0.59, 3.24], [1.39, 0.20, 2.97], [2.60, 0.97, 4.54], [2.97, 1.70, 2.57], [1.50, -2.47, 0.97], [2.16, -3.90, 1.73], [0.08, -2.30, 0.77], [-0.90, -3.32, 1.13], [-0.59, -4.70, 1.71], [-0.34, -4.65, 3.24], [-0.90, -3.80, 3.87], [0.51, -5.50, 3.82], [-2.25, -3.12, 0.96], [-2.70, -1.96, 0.40], [-4.22, -1.87, 0.23], [-4.81, -2.71, -0.83], [-4.97, -1.04, 1.00], [-1.88, -0.98, 0.02], [-2.67, 0.18, -0.63], [-3.05, 1.06, 0.09], [-2.98, 0.06, -2.01], [-4.34, 0.22, -2.33], [-5.13, 0.96, -1.84], [-4.75, -0.57, -3.36], [-0.46, -1.08, 0.19], [-2.10, 5.13, 1.84], [-2.41, 5.85, 0.24], [-2.96, 4.13, 0.63], [-1.86, 3.24, -1.45], [-1.45, 4.55, -2.68], [-0.11, 3.03, -3.74], [0.99, 3.37, -2.30], [0.63, 0.81, -2.80], [-1.11, 1.15, -2.67], [0.69, 2.16, -0.46], [-0.93, 1.73, -0.23], [2.62, 2.39, -0.17], [5.04, -0.16, -3.30], [3.19, 2.05, -4.39], [0.18, -5.26, 1.17], [-1.49, -5.35, 1.62], [-2.97, -3.89, 1.23], [-5.53, -3.33, -0.45], [-5.28, -2.15, -1.54], [-5.79, -0.88, 0.49], [-2.59, -0.80, -2.41]],
  "lowdin_charge": [0.0263, -0.5113, 0.1118, -0.0354, -0.1374, -0.1436, -0.1499, -0.1604, -0.0943, -0.2576, 1.0123, 0.3221, -0.3233, -0.1806, -0.1626, -0.0927, -0.3857, 0.0360, 0.0759, -0.3286, 0.1135, 0.1339, -0.3158, 0.1375, 0.1590, -0.4991, 0.1615, 0.1641, 0.1662, -0.4032, 0.9162, -0.0246, -0.0842, -0.0969, -0.4708, 0.1655, 0.1175, 0.0479, 0.1437, -0.5803, 0.1804, 0.2414, 0.0259, -0.3744, 0.1904, 0.2137, -0.4954, 0.2086, 0.1185, 0.0234, 0.0931, 0.0917, 0.0824, 0.1167, 0.1329, 0.1184, 0.1032, 0.0767, 0.0866, 0.0577, 0.0952, -0.0279, 0.0858, 0.1019, 0.0974, 0.1366, 0.1631, 0.0983, 0.0722, 0.1407, 0.1725]
}



Entry 2:
{
  "formula": "C23H21BF4N3OSY",
  "method": "ωB97M-V/def2-TZVPD",
  "homo_lumo_gap_ev": [4.683, 7.175],
  "e_homo_ev": [-2.793, -5.279],
  "relative_energy_kj_mol": 656.9,
  "s2": 0.788,
  "multiplicity": 2,
  "charge": -1,
  "lumo_energy_ev": [1.890, 1.897],
  "elements": ["Y", "O", "N", "C", "C", "C", "C", "C", "S", "H", "H", "H", "H", "C", "C", "N", "C", "C", "C", "C", "C", "C", "C", "C", "C", "N", "C", "H", "H", "H", "H", "H", "H", "H", "H", "F", "B", "F", "F", "F", "C", "C", "C", "C", "C", "C", "H", "H", "H", "H", "H", "H", "H", "H", "H"],
  "positions_angstrom": [[-0.66, -0.33, -0.27], [1.67, -0.46, -1.09], [2.07, -0.08, -2.28], [3.34, 0.21, -2.47], [3.83, 0.59, -3.71], [2.91, 0.69, -4.78], [1.58, 0.41, -4.58], [1.15, -0.06, -3.31], [-0.45, -0.58, -3.02], [4.01, 0.32, -1.65], [4.77, 0.95, -3.62], [3.25, 1.13, -5.74], [0.85, 0.42, -5.34], [-2.93, -0.63, 3.75], [-2.45, -1.04, 2.55], [-2.26, -0.25, 1.48], [-2.71, 1.15, 1.66], [-3.13, 1.73, 2.99], [-3.16, 0.73, 4.03], [-3.31, 3.14, 3.03], [-3.53, 3.78, 1.78], [-3.14, 3.30, 0.64], [-3.20, 3.94, -0.74], [-2.54, 3.38, -1.84], [-2.22, 2.03, -1.79], [-2.23, 1.28, -0.71], [-2.69, 1.87, 0.50], [-3.09, -1.49, 4.34], [-2.51, -2.12, 2.63], [-3.27, 1.09, 5.00], [-4.28, 2.88, 3.96], [-4.27, 4.89, 1.74], [-3.21, 5.05, -0.94], [-2.64, 3.83, -2.99], [-2.01, 1.67, -2.75], [0.33, 2.05, -0.58], [1.11, 2.03, 0.73], [0.66, 3.03, 1.50], [0.71, 0.68, 1.30], [2.42, 2.01, 0.39], [2.39, -2.52, 1.73], [1.87, -3.54, 0.69], [2.61, -3.44, -0.64], [2.08, -5.00, 1.19], [0.43, -3.18, 0.46], [-0.57, -2.62, 0.06], [3.41, -2.50, 1.77], [1.92, -2.64, 2.71], [2.12, -1.55, 1.36], [3.69, -3.38, -0.50], [2.38, -2.54, -1.19], [2.41, -4.34, -1.20], [3.13, -5.23, 1.10], [1.53, -5.65, 0.50], [1.83, -5.12, 2.20]],
  "mulliken_spin": [-0.0008, -0.0008, 0.0006, 0.0000, 0.0000, 0.0000, 0.0003, 0.0003, 0.0012, 0.0001, 0.0000, 0.0000, -0.0002, 0.0101, 0.1329, 0.1933, -0.0139, -0.0558, 0.2742, 0.2642, -0.0323, 0.0646, -0.0436, 0.0562, -0.0256, 0.0329, 0.1066, 0.0158, 0.0256, 0.0141, -0.0045, 0.0018, 0.0002, -0.0015, -0.0082, 0.0022, -0.0056, -0.0009, -0.0009, 0.0002, 0.0006, 0.0005, 0.0005, -0.0001, 0.0077, -0.0114, 0.0001, 0.0001, -0.0004, 0.0000, -0.0003, 0.0000, 0.0000, 0.0000, 0.0000]
}



Entry 3:
{
  "formula": "C23H21CdF9NO4S2SbSi",
  "method": "ωB97M-V/def2-TZVPD",
  "homo_lumo_gap_ev": 8.378,
  "e_homo_ev": -8.791,
  "multiplicity": 1,
  "lumo_energy_ev": -0.413,
  "elements": ["Cd", "F", "C", "F", "F", "S", "O", "O", "N", "S", "O", "O", "C", "F", "F", "F", "F", "C", "C", "C", "C", "C", "C", "Sb", "C", "C", "C", "C", "F", "C", "C", "C", "C", "C", "C", "F", "C", "C", "H", "H", "H", "H", "H", "H", "H", "H", "H", "H", "H", "H", "C", "Si", "C", "C", "H", "H", "H", "H", "H", "H", "H", "H", "H"],
  "positions_angstrom": [[-0.41, 0.19, 0.12], [-3.01, -1.15, 3.77], [-2.27, -1.47, 2.71], [-1.22, -0.59, 2.70], [-1.77, -2.69, 2.91], [-3.24, -1.32, 1.08], [-2.78, -0.05, 0.58], [-4.60, -1.45, 1.44], [-2.72, -2.53, 0.23], [-1.25, -2.50, -0.29], [-0.26, -2.23, 0.73], [-1.00, -1.75, -1.49], [-1.18, -4.32, -0.74], [-0.09, -4.66, -1.42], [-2.23, -4.60, -1.50], [-1.24, -5.06, 0.36], [8.39, 1.15, -3.65], [7.24, 0.84, -3.02], [6.47, 1.86, -2.50], [5.28, 1.54, -1.88], [4.88, 0.22, -1.76], [5.67, -0.79, -2.28], [6.86, -0.49, -2.92], [2.92, -0.16, -0.88], [3.53, 0.50, 1.10], [2.56, 0.61, 2.08], [2.88, 1.08, 3.34], [4.19, 1.42, 3.61], [4.51, 1.88, 4.84], [5.18, 1.29, 2.66], [4.84, 0.84, 1.40], [3.26, -2.25, -0.52], [2.61, -3.16, -1.35], [2.81, -4.52, -1.19], [3.64, -4.95, -0.17], [3.83, -6.27, 0.00], [4.28, -4.07, 0.68], [4.09, -2.71, 0.49], [6.80, 2.89, -2.59], [4.66, 2.32, -1.47], [5.36, -1.82, -2.20], [7.49, -1.26, -3.33], [1.53, 0.30, 1.88], [2.12, 1.18, 4.11], [6.20, 1.55, 2.91], [5.61, 0.76, 0.64], [1.95, -2.81, -2.13], [2.32, -5.23, -1.82], [4.91, -4.45, 1.46], [4.60, -2.01, 1.14], [-2.03, 3.36, -0.67], [-0.32, 2.69, -0.14], [0.25, 3.51, 1.51], [0.98, 3.21, -1.47], [-2.07, 4.45, -0.69], [-2.80, 3.01, 0.02], [-2.31, 3.00, -1.66], [0.05, 4.58, 1.52], [1.32, 3.38, 1.66], [-0.26, 3.06, 2.36], [0.95, 4.28, -1.68], [0.83, 2.69, -2.42], [2.00, 2.99, -1.13]],
  "lowdin_charge": [1.2307, 0.1536, -0.6382, 0.0399, 0.1418, 0.5806, -0.4128, -0.2297, -0.2870, 0.5239, -0.3614, -0.3453, -0.6613, 0.1446, 0.1539, 0.1608, 0.0611, -0.2752, -0.0062, -0.1496, -0.3958, -0.1073, -0.0037, 1.4518, -0.3927, -0.1612, -0.0069, -0.2720, 0.0642, 0.0006, -0.1163, -0.4141, -0.1529, -0.0176, -0.2684, 0.0642, 0.0003, -0.1039, 0.1196, 0.0954, 0.0959, 0.1198, 0.0375, 0.1218, 0.1206, 0.0938, 0.0946, 0.1142, 0.1199, 0.0978, -0.2473, 0.4311, -0.2466, -0.2686, 0.0237, 0.0108, 0.0188, 0.0215, 0.0054, 0.0114, 0.0231, 0.0139, -0.0206]
}